No. 1
Density functional theory data (ωB97M-V/def2-TZVPD) for C35H46MgN8O4SSi as an isolated structure.

Properties
E_HOMO ... -6.99 eV
DFT total energy ... -81316.6746 eV
Orbital gap ... 0.2492 hartree
LUMO level ... -0.2 eV

The geometry in XYZ format:
```
96
Properties=species:S:1:pos:R:3:forces:R:3:mulliken_charge:R:1
Mg -0.264 -1.597 0.206 -0.163 -0.071 -0.454 1.70
O -3.985 -2.174 2.612 -0.024 -0.006 -0.039 -0.51
C -2.794 -2.047 2.028 0.005 -0.032 0.001 -0.30
O -2.625 -2.070 0.832 0.010 0.040 0.044 -0.42
C -1.647 -1.912 2.972 -0.027 -0.057 -0.016 0.71
C -1.731 -1.906 4.347 0.017 0.006 -0.001 -0.42
C -0.538 -1.808 5.062 -0.002 -0.002 -0.006 -0.73
C 0.663 -1.732 4.383 0.000 -0.042 0.013 -0.79
C 0.646 -1.737 2.992 0.003 -0.009 -0.006 0.88
N -0.490 -1.824 2.319 -0.024 0.135 0.183 0.00
C 1.904 -1.658 2.122 -0.048 0.029 0.057 -0.36
O 2.984 -1.760 2.689 0.041 0.054 0.025 -0.79
O 1.653 -1.492 0.890 0.094 -0.097 0.163 -0.50
H -4.644 -2.221 1.901 0.031 0.002 0.037 0.43
H -2.691 -1.970 4.837 -0.002 0.000 0.000 0.58
H -0.557 -1.794 6.144 -0.001 -0.004 0.000 0.45
H 1.618 -1.674 4.886 0.006 0.009 -0.006 0.60
C -0.997 -4.691 -5.347 -0.020 0.029 0.001 -1.12
Si 0.512 -3.713 -4.822 -0.144 -0.071 -0.011 0.18
C 2.038 -4.425 -5.665 -0.022 -0.026 0.021 -1.24
C 0.341 -1.950 -5.423 0.086 0.050 0.054 -0.93
C 0.748 -3.971 -2.968 0.108 -0.151 -0.032 0.45
C 1.620 -4.968 -2.553 0.065 0.065 0.082 0.13
C 1.840 -5.236 -1.202 -0.033 0.017 -0.017 -1.20
C 1.173 -4.456 -0.286 -0.023 -0.073 0.005 -0.16
N 0.293 -3.519 -0.642 0.142 0.119 0.007 -0.69
C 0.055 -3.275 -1.950 -0.199 0.039 -0.117 0.35
S -1.115 -2.028 -2.245 0.014 -0.017 0.065 -0.56
H -1.168 -4.614 -6.423 0.002 -0.002 -0.010 0.35
H -1.888 -4.324 -4.833 0.009 0.018 0.011 0.29
H -0.876 -5.747 -5.096 0.000 -0.007 -0.002 0.34
H 2.067 -4.113 -6.711 -0.016 0.001 -0.008 0.36
H 2.054 -5.517 -5.652 0.000 -0.012 0.014 0.33
H 2.954 -4.071 -5.186 0.013 0.022 -0.026 0.37
H 0.257 -1.982 -6.513 0.001 0.033 -0.010 0.48
H 1.219 -1.348 -5.176 0.019 0.002 -0.002 0.25
H -0.536 -1.457 -5.008 -0.011 -0.035 -0.007 0.22
H 2.169 -5.542 -3.291 0.000 -0.007 -0.007 0.35
H 2.533 -5.999 -0.879 0.003 -0.002 0.001 0.42
H 1.344 -4.570 0.779 0.011 0.019 0.001 0.48
C -0.625 4.419 2.713 0.022 -0.005 -0.014 -0.93
N 0.755 3.983 2.742 -0.053 -0.048 0.068 0.42
C 1.562 4.705 3.708 0.009 0.006 -0.001 -1.31
C 1.190 2.763 2.239 0.000 -0.013 -0.059 0.08
N 0.488 1.719 1.975 0.026 0.023 0.069 0.09
C -0.779 1.497 2.485 -0.011 0.027 -0.013 -0.06
C -1.028 1.579 3.839 -0.001 0.005 0.010 0.12
C -2.331 1.466 4.353 -0.005 -0.003 -0.009 -1.33
C -3.389 1.282 3.512 0.009 -0.009 -0.008 -0.82
C -3.173 1.119 2.119 -0.034 -0.007 0.008 1.33
C -4.278 0.912 1.254 0.004 -0.005 -0.002 -0.94
C -4.084 0.694 -0.077 0.005 0.004 -0.004 -1.65
C -2.779 0.630 -0.598 -0.021 0.056 -0.034 -0.35
C -1.679 0.845 0.195 0.085 0.110 -0.003 0.23
N -0.389 0.577 -0.330 -0.137 -0.036 0.146 0.31
C 0.062 1.285 -1.318 0.057 -0.020 -0.015 -0.81
N 1.194 0.951 -1.989 0.067 -0.009 -0.107 1.03
C 1.853 1.863 -2.905 0.022 -0.022 -0.008 -1.30
C 1.849 -0.342 -1.923 -0.024 -0.040 0.002 -0.26
N -0.513 2.478 -1.769 -0.089 -0.087 0.035 0.67
C -0.991 3.483 -0.852 0.027 -0.065 0.040 -1.17
C -1.092 2.502 -3.096 -0.004 -0.003 0.015 -1.08
C -1.854 1.147 1.590 -0.020 0.041 -0.010 0.17
N 2.542 2.732 1.952 0.034 -0.009 -0.004 -0.02
C 3.096 1.431 1.604 0.004 0.016 0.020 -0.87
C 3.109 3.822 1.173 -0.013 0.005 -0.016 -1.12
H -1.127 4.267 3.674 0.001 -0.002 0.009 0.33
H -1.194 3.891 1.956 -0.012 -0.028 -0.021 0.20
H -0.646 5.487 2.478 -0.005 -0.004 -0.001 0.44
H 1.089 4.667 4.697 0.002 0.004 0.001 0.35
H 1.660 5.756 3.423 0.004 0.006 0.003 0.35
H 2.551 4.263 3.779 -0.007 0.001 0.005 0.39
H -0.196 1.786 4.502 0.002 -0.003 0.001 0.49
H -2.492 1.558 5.421 0.000 0.002 0.002 0.37
H -4.403 1.236 3.889 -0.005 0.000 0.003 0.41
H -5.275 0.924 1.678 -0.005 0.002 0.002 0.46
H -4.927 0.524 -0.735 -0.003 0.001 -0.002 0.35
H -2.622 0.346 -1.631 0.000 0.005 -0.005 0.66
H 1.498 2.879 -2.766 0.016 -0.012 0.010 0.42
H 1.691 1.569 -3.948 -0.005 0.002 0.000 0.22
H 2.927 1.831 -2.714 0.007 0.008 -0.006 0.38
H 1.472 -0.955 -1.120 0.153 0.135 -0.126 0.09
H 2.913 -0.193 -1.725 -0.010 0.003 0.012 0.37
H 1.730 -0.880 -2.867 -0.004 0.004 -0.005 -0.33
H -0.458 3.381 0.090 -0.007 -0.002 0.017 0.33
H -2.069 3.425 -0.661 -0.021 -0.023 0.007 0.22
H -0.766 4.471 -1.266 -0.012 0.005 0.013 0.51
H -0.730 1.657 -3.680 -0.005 -0.002 0.003 0.27
H -0.831 3.428 -3.617 0.006 -0.002 -0.011 0.29
H -2.186 2.432 -3.046 -0.003 0.004 0.000 0.35
H 2.900 0.709 2.390 0.004 0.008 -0.013 0.24
H 4.176 1.539 1.500 0.007 -0.001 0.005 0.41
H 2.674 1.036 0.674 0.005 0.013 0.000 0.07
H 2.566 4.747 1.348 0.013 -0.001 -0.006 0.42
H 3.065 3.595 0.100 0.000 0.002 -0.006 0.26
H 4.154 3.972 1.446 0.004 -0.002 -0.005 0.30
```
Positions in Å, forces in eV/Å.

No. 2
Density functional theory data (ωB97M-V/def2-TZVPD) for a 2-piece molecular cluster, C5H13NO2 overall in a non-equilibrium geometry.

Properties
Net charge ... +1
Energy relative to the best compared isomer or geometry (same formula, charge and spin) ... 9.06 kcal per mole
E_HOMO (alpha / beta) ... -15.92 / -15.70 eV
DFT total energy ... -10972.4297 eV
Orbital gap (alpha / beta) ... 0.4649 / 0.2703 hartree
⟨S²⟩ ... 0.76
2S+1 ... 2
LUMO level (alpha / beta) ... -3.3 / -8.3 eV

The geometry in XYZ format:
```
21
Properties=species:S:1:pos:R:3:forces:R:3:mulliken_spin:R:1
C -0.054 -0.785 2.653 0.445 -0.042 0.480 0.01
C -0.371 0.342 1.725 -1.162 -0.460 0.653 -0.08
N 0.059 0.220 0.375 0.721 0.669 0.118 0.71
C -1.523 0.169 -1.427 0.179 0.955 -0.521 0.15
C -0.450 1.058 -0.666 0.715 -1.431 0.018 -0.01
C 0.685 1.356 -1.633 0.464 1.599 0.508 0.04
O -1.139 1.230 1.989 0.355 0.203 -0.198 0.22
H -0.315 -0.491 3.668 -0.231 0.062 -0.140 0.00
H -0.672 -1.637 2.361 0.009 -0.040 0.005 -0.01
H 0.986 -1.106 2.706 0.059 0.094 -0.444 0.00
H 0.899 -0.357 0.209 -0.042 -0.312 -0.220 -0.05
H -1.050 -0.314 -2.281 0.116 -0.378 0.325 0.00
H -2.036 -0.506 -0.765 -0.319 -0.210 0.047 -0.01
H -2.200 0.898 -1.875 -0.239 -0.103 0.261 0.01
H -0.928 1.871 -0.148 -0.286 0.498 -0.182 0.02
H 1.380 2.135 -1.273 -0.132 -0.579 0.465 0.00
H 0.286 1.873 -2.483 -0.404 -0.335 -0.822 0.00
H 1.252 0.469 -1.884 -0.036 -0.123 -0.298 0.00
H 1.154 -1.984 -0.938 0.600 -0.400 -0.084 0.00
H 2.029 -2.575 0.171 0.188 -0.087 -0.099 0.00
O 2.008 -1.865 -0.484 -1.002 0.421 0.127 0.00
```
Positions in Å, forces in eV/Å.

No. 3
Density functional theory data (ωB97M-V/def2-TZVPD) for one molecule with the formula C3H3BrCl2 in a non-equilibrium geometry.

Properties
Energy relative to the best compared isomer or geometry (same formula, charge and spin) ... 51.77 kcal per mole
E_HOMO (alpha / beta) ... -8.66 / -8.50 eV
DFT total energy ... -98243.7016 eV
Structure (SMILES) ... ClC/C=C(/Cl)Br
Orbital gap (alpha / beta) ... 0.2974 / 0.2870 hartree
LUMO level (alpha / beta) ... -0.6 / -0.7 eV

The geometry in XYZ format:
```
9
Properties=species:S:1:pos:R:3:forces:R:3:mulliken_charge:R:1
C 0.185 0.290 -0.441 6.486 -8.610 -2.973 -0.35
C 0.737 -1.283 -0.401 -3.770 7.486 1.019 0.19
C -0.781 0.875 0.274 -2.821 3.221 2.958 -0.46
Cl 2.122 -1.599 -1.241 0.830 -0.592 -0.592 -0.13
Cl -0.213 1.218 2.024 -0.476 -0.230 -0.332 -0.19
Br 0.014 -2.498 0.849 0.329 0.408 -0.511 -0.04
H 0.615 0.874 -1.210 1.067 0.039 -0.763 0.32
H -1.075 1.886 -0.088 0.276 -0.900 0.167 0.32
H -1.604 0.237 0.235 -1.920 -0.821 1.027 0.34
```
Positions in Å, forces in eV/Å.

No. 4
Density functional theory data (ωB97M-V/def2-TZVPD) for one molecule with the formula C12H21N5O3 in a non-equilibrium geometry.

Properties
Energy relative to the best compared isomer or geometry (same formula, charge and spin) ... 106.17 kcal per mole
E_HOMO ... -8.40 eV
DFT total energy ... -26374.8480 eV
Structure (SMILES) ... NCCCC[C@H](N)C(=O)N[C@@H](Cc1c[nH]cn1)C(=O)O
Orbital gap ... 0.3255 hartree
LUMO level ... 0.5 eV

The geometry in XYZ format:
```
41
Properties=species:S:1:pos:R:3:forces:R:3:mulliken_charge:R:1
C 1.671 -1.738 -0.193 0.844 -2.144 -0.087 0.30
C 0.522 -0.927 0.319 -4.431 -2.240 -3.701 0.22
C 2.792 -0.881 -0.562 2.325 2.973 -2.876 -0.66
C 3.489 -0.173 0.608 0.141 -1.641 2.536 -0.44
C 4.716 0.712 0.175 -1.936 0.182 2.070 -0.53
C 4.517 2.176 0.396 -1.765 3.589 0.032 -0.65
C -2.008 -0.491 0.081 1.199 2.598 0.159 -0.29
C -2.393 -0.595 1.565 0.048 -0.748 -0.151 0.50
C -3.179 -0.703 -0.854 2.414 -1.975 -0.907 -0.21
C -4.323 0.104 -0.466 -2.338 0.889 -0.402 0.19
C -5.303 0.047 0.548 1.094 2.387 -3.034 -0.70
C -5.683 1.672 -0.990 -3.823 0.818 1.409 -0.23
H 1.914 -3.633 -0.903 -1.561 2.357 -1.872 0.31
H 1.515 -2.470 -2.267 0.128 -0.427 2.391 0.23
H 2.166 -2.368 0.581 -1.052 0.509 0.375 0.30
H 3.582 -1.519 -1.059 -0.810 0.479 0.468 0.26
H 2.517 -0.102 -1.448 0.318 -1.492 2.041 0.20
H 2.704 0.266 1.339 1.646 0.031 -1.612 0.22
H 3.854 -1.082 1.322 -0.376 1.851 -1.643 0.35
H 5.534 0.557 0.848 0.941 -1.031 -0.151 0.24
H 4.911 0.602 -0.862 0.551 -0.610 -0.870 0.38
H 5.358 2.734 -0.151 -1.064 -0.617 1.090 0.36
H 4.422 2.594 1.490 0.917 -1.494 -1.727 0.26
H 2.396 2.110 -0.121 1.336 0.831 -0.283 0.23
H 3.350 3.213 -1.155 -0.553 -1.642 2.594 0.23
H -0.509 -2.218 -0.758 -2.099 2.384 1.086 0.40
H -1.722 0.678 0.065 -0.285 -2.361 -0.461 0.36
H -3.343 -1.793 -0.704 -0.418 0.445 -0.714 0.29
H -2.811 -0.455 -1.944 -1.050 -0.612 2.131 0.26
H -5.428 -0.492 1.426 0.054 -0.893 1.103 0.60
H -6.387 2.405 -1.511 1.533 -0.894 0.766 0.31
H -6.933 1.565 0.837 2.240 -1.677 -1.738 0.29
H -0.753 0.362 1.786 -1.192 -1.140 1.354 0.44
N 1.377 -2.731 -1.236 0.348 -2.206 -0.094 -0.70
N 3.220 2.760 -0.163 0.427 0.328 -2.217 -0.56
N -0.780 -1.266 -0.218 3.928 -2.252 -0.087 -0.15
N -4.645 1.092 -1.431 0.942 -1.017 0.861 -0.60
N -6.166 1.085 0.214 -1.128 1.792 0.059 -0.13
O 0.680 0.064 0.930 0.629 3.364 2.624 -0.76
O -3.331 -1.070 2.122 -2.090 -1.436 -0.724 -0.62
O -1.508 -0.090 2.340 3.969 2.743 0.204 -0.51
```
Positions in Å, forces in eV/Å.

No. 5
Density functional theory data (ωB97M-V/def2-TZVPD) for C27H36N4Pd as an isolated structure in a non-equilibrium geometry.

Properties
Net charge ... -2
E_HOMO (alpha / beta) ... 2.23 / 2.24 eV
DFT total energy ... -38015.9221 eV
Orbital gap (alpha / beta) ... 0.1028 / 0.1025 hartree
LUMO level (alpha / beta) ... 5.0 / 5.0 eV

The geometry in XYZ format:
```
68
Properties=species:S:1:pos:R:3:forces:R:3:mulliken_charge:R:1
Pd -0.290 -0.313 -0.574 0.306 -0.181 -1.028 -1.79
C 2.464 2.244 -1.793 -0.019 -0.164 0.119 -1.02
C 2.071 2.603 -0.356 -0.176 0.142 -0.027 -0.20
C 0.598 2.977 -0.155 0.343 0.399 0.229 -1.45
N -0.331 1.934 -0.494 -0.972 -0.123 -0.091 0.79
C -1.573 2.277 -0.766 1.154 -0.409 -0.241 0.46
C -2.112 3.560 -0.535 -0.777 0.849 -0.150 -0.56
C -3.216 4.179 -1.142 1.039 0.063 0.732 -0.60
C -3.998 3.727 -2.184 -0.682 -0.511 -0.838 -0.14
C -4.047 2.431 -2.707 -0.111 0.799 0.281 -0.73
C -3.445 1.288 -2.162 -0.141 0.017 -0.259 -0.48
C -2.442 1.152 -1.229 -0.631 -0.920 0.367 0.13
N -2.264 -0.093 -0.643 -0.044 0.778 -0.286 0.62
C -3.060 -0.291 0.547 -0.830 -0.517 0.268 -0.73
C -2.410 -0.899 1.811 0.086 0.317 -0.308 -0.70
C -1.259 -0.094 2.436 -0.188 -0.191 0.266 -0.84
N -0.059 -0.486 1.762 1.279 0.195 0.769 0.49
C 1.141 -0.147 2.119 -1.402 -0.823 -0.470 0.86
C 1.458 0.646 3.258 0.417 0.639 0.803 -1.06
C 2.596 0.615 4.032 -0.663 0.063 -0.171 -0.37
C 3.748 -0.157 3.860 0.674 -0.266 0.408 -0.44
C 4.112 -0.871 2.728 -0.182 0.237 -0.182 -0.48
C 3.482 -0.934 1.488 0.867 -0.253 0.125 -0.76
C 2.191 -0.515 1.114 -0.472 0.272 -1.114 -0.27
N 1.787 -0.389 -0.136 0.246 -0.325 0.973 1.96
C 2.712 -0.245 -1.225 0.318 -0.215 -0.526 -1.38
C 2.161 0.803 -2.211 -0.180 -0.113 0.138 -0.42
H 1.955 2.926 -2.484 0.042 0.096 -0.045 0.37
H 3.544 2.416 -1.901 -0.047 0.030 -0.034 0.36
H 2.322 1.783 0.311 0.097 0.110 0.056 -0.24
H 2.664 3.473 -0.042 -0.088 -0.043 0.031 0.47
H 0.487 3.267 0.910 -0.058 0.024 -0.173 0.33
H 0.391 3.884 -0.761 0.031 -0.207 0.191 0.61
H -1.587 4.179 0.192 -0.052 -0.137 -0.026 0.28
H -3.423 5.192 -0.792 0.039 -0.123 -0.062 0.26
H -4.700 4.447 -2.611 0.131 -0.092 0.017 0.27
H -4.741 2.279 -3.532 0.046 -0.061 0.104 0.23
H -3.850 0.339 -2.514 0.200 0.004 0.060 0.31
H -3.526 0.667 0.847 0.020 -0.129 0.029 0.28
H -3.907 -0.981 0.305 0.128 0.256 0.154 0.30
H -3.215 -1.036 2.548 0.023 0.012 -0.107 0.55
H -2.004 -1.880 1.554 -0.054 0.027 0.117 -0.22
H -1.445 0.987 2.313 0.039 -0.061 0.054 0.36
H -1.212 -0.303 3.524 0.038 0.105 -0.184 0.45
H 0.653 1.289 3.607 0.048 -0.029 -0.054 0.34
H 2.572 1.227 4.935 -0.027 -0.016 -0.097 0.30
H 4.453 -0.162 4.691 -0.061 -0.012 -0.111 0.24
H 5.068 -1.396 2.792 -0.106 0.084 -0.042 0.27
H 4.058 -1.424 0.705 -0.140 0.033 0.063 0.23
H 3.716 0.065 -0.878 -0.164 -0.086 0.006 0.51
H 2.824 -1.205 -1.760 -0.050 0.171 0.138 0.23
H 2.587 0.633 -3.209 -0.079 -0.057 0.047 0.50
H 1.064 0.642 -2.253 0.604 0.027 -0.254 0.00
C -1.655 -4.064 -0.483 0.143 -0.005 -0.042 -1.81
C -0.304 -3.470 -0.936 0.220 0.231 -0.129 3.03
C 0.643 -3.440 0.268 -0.232 0.009 -0.086 -1.68
C 0.285 -4.396 -2.021 -0.033 0.026 0.137 -2.06
C -0.492 -2.094 -1.512 0.049 0.419 -0.117 -1.34
H -1.543 -5.093 -0.128 -0.016 -0.290 0.134 0.45
H -2.381 -4.051 -1.296 0.011 0.031 -0.099 0.35
H -2.050 -3.455 0.323 -0.144 0.032 0.122 0.41
H 0.670 -4.401 0.792 0.007 -0.121 0.026 0.46
H 0.307 -2.656 0.949 0.064 -0.105 0.092 0.05
H 1.652 -3.184 -0.048 0.143 0.033 -0.048 0.24
H 0.464 -5.398 -1.623 0.014 -0.315 0.053 0.40
H 1.228 -3.990 -2.383 0.048 0.051 0.015 0.41
H -0.393 -4.474 -2.872 -0.086 0.016 -0.070 0.41
H -1.189 -2.142 -2.372 -0.011 0.306 0.348 0.18
```
Positions in Å, forces in eV/Å.

No. 6
Density functional theory data (ωB97M-V/def2-TZVPD) for a 3-piece molecular cluster, C4H14O2S overall in a non-equilibrium geometry.

Properties
Energy relative to the best compared isomer or geometry (same formula, charge and spin) ... 27.41 kcal per mole
E_HOMO ... -8.51 eV
DFT total energy ... -19304.3555 eV
Structure (SMILES) ... CCCSC.O.O
Orbital gap ... 0.3322 hartree
LUMO level ... 0.5 eV

The geometry in XYZ format:
```
21
Properties=species:S:1:pos:R:3:forces:R:3:mulliken_charge:R:1
C 1.876 0.099 -1.558 1.388 -1.609 0.685 -1.20
C 0.606 -0.601 -1.087 -0.913 -0.306 0.593 -0.38
C -0.492 -0.815 -2.132 -0.111 -0.234 -0.659 -0.64
S -2.160 -1.406 -1.417 1.068 1.073 -0.022 -0.10
C -3.416 -0.826 -2.641 1.243 -1.703 -1.227 -0.76
H 2.570 0.187 -0.715 -0.522 0.561 0.459 0.34
H 2.575 -0.538 -2.128 -0.884 0.179 -0.790 0.33
H 1.745 1.069 -1.993 -0.197 0.408 -0.412 0.35
H 0.154 0.019 -0.314 0.113 -0.082 0.387 0.32
H 0.809 -1.613 -0.662 0.155 0.854 -0.028 0.27
H -0.070 -1.604 -2.775 -0.662 0.295 -0.279 0.30
H -0.649 0.112 -2.717 -0.137 -0.530 0.262 0.37
H -3.017 -0.093 -3.360 -0.366 0.402 0.887 0.25
H -3.465 -1.718 -3.287 -0.641 0.293 0.104 0.26
H -4.403 -0.661 -2.202 0.468 0.400 0.043 0.30
H -0.322 -0.278 7.125 0.073 -0.228 -0.491 0.32
H 0.880 -1.117 6.503 -0.401 0.037 -0.401 0.32
O 0.557 -0.637 7.263 0.330 0.191 0.894 -0.64
H 2.831 3.466 2.552 0.033 -0.001 0.420 0.32
H 1.352 3.483 2.434 -0.236 0.002 0.275 0.32
O 2.039 3.471 3.111 0.199 -0.005 -0.700 -0.64
```
Positions in Å, forces in eV/Å.